Formula: C4H8O2
Source: OMol25
Level of theory: wB97M-V/def2-TZVPD

Summary:
- spin multiplicity = 1

Each line ends with the Mulliken charge.
Cartesian coordinates (Å):
O (-0.275791, 2.179516, 1.145020)  -0.521
C (-0.376165, 0.886273, 0.712198)  0.430
C (-0.704813, 0.345264, -0.621686)  -0.791
C (0.549708, -0.091587, 0.190900)  -0.140
C (-0.180440, -0.384584, 1.461495)  -0.618
H (-0.353658, 2.720072, 0.346466)  0.316
H (-1.634018, -0.243047, -0.716236)  0.261
H (-0.538841, 0.970004, -1.504671)  0.331
H (1.621658, -0.127959, 0.021634)  0.310
H (0.391283, -0.291662, 2.381409)  0.260
H (-0.911618, -1.198215, 1.455991)  0.152
O (0.850485, -1.991986, -1.602258)  -0.684
H (0.115399, -1.441313, -1.299029)  0.377
H (1.446805, -1.330778, -1.971228)  0.319

Forces on the atoms, in the same order (eV/Å):
-0.120 0.393 -0.110
-0.219 -0.099 0.152
-0.009 0.165 0.002
-0.029 0.183 -0.042
-0.143 0.023 0.298
0.069 0.117 0.350
0.611 -0.301 -0.005
0.159 0.042 0.355
-0.493 0.125 -0.286
0.022 -0.041 -0.121
-0.098 0.318 0.112
0.001 -0.262 -0.583
0.197 -0.422 -0.060
0.052 -0.241 -0.062

***

Formula: C35H48IN3O3PPtS2Si4
Source: OMol25
Level of theory: wB97M-V/def2-TZVPD

Summary:
- spin multiplicity = 3
- net charge = -1

Each line ends with the Mulliken charge.
Cartesian coordinates (Å):
Pt (0.067927, 0.441223, -0.451075)  1.811
I (-1.881630, 2.212160, 0.340171)  0.153
C (-3.253606, 1.012914, 1.387639)  0.825
C (-3.630832, 1.516647, 2.632513)  -0.975
C (-4.644624, 0.890820, 3.338519)  -0.772
C (-5.301994, -0.182295, 2.769903)  -0.841
C (-4.956941, -0.682148, 1.496898)  0.691
C (-5.743859, -1.686322, 0.889868)  -1.205
C (-5.464213, -2.115547, -0.407833)  -1.083
C (-4.338477, -1.666672, -1.049654)  -1.118
C (-3.421374, -0.758712, -0.436392)  1.921
P (-1.825675, -0.771189, -1.213698)  -0.078
C (-2.095534, -0.137554, -2.903741)  0.820
C (-1.254051, -0.490628, -3.955123)  -0.202
C (-1.422643, 0.085099, -5.206478)  -1.071
C (-2.420434, 1.027492, -5.415435)  -0.434
C (-3.258955, 1.389713, -4.368656)  -0.764
C (-3.099554, 0.807553, -3.120758)  -1.176
C (-1.416756, -2.532511, -1.463139)  0.068
C (-0.683509, -3.181458, -0.475075)  0.711
C (-0.449606, -4.544976, -0.549672)  -0.696
C (-0.923743, -5.276083, -1.629022)  -0.912
C (-1.632644, -4.634053, -2.632402)  -0.868
C (-1.881929, -3.272610, -2.547105)  -0.264
C (-3.819297, -0.129637, 0.799139)  -0.278
H (-3.139352, 2.390851, 3.034282)  0.514
H (-4.935210, 1.261192, 4.313793)  0.392
H (-6.129826, -0.651138, 3.289726)  0.341
H (-6.605369, -2.061898, 1.427677)  0.332
H (-6.121212, -2.820232, -0.903333)  0.412
H (-4.119631, -2.047308, -2.039537)  0.277
H (-0.448557, -1.192225, -3.786811)  0.563
H (-0.757157, -0.195351, -6.013552)  0.373
H (-2.546370, 1.477789, -6.392716)  0.355
H (-4.039457, 2.123770, -4.523728)  0.435
H (-3.759845, 1.070680, -2.302737)  0.340
H (-0.279040, -2.601113, 0.343477)  -0.312
H (0.120030, -5.035823, 0.229024)  0.437
H (-0.732093, -6.339879, -1.693311)  0.372
H (-1.999400, -5.191740, -3.485211)  0.413
H (-2.448942, -2.788498, -3.332974)  0.379
O (1.372594, -1.307563, -1.998943)  -0.321
S (2.127226, -0.193925, -2.578106)  0.222
O (3.481079, -0.500109, -2.963014)  -0.663
O (1.379099, 0.618260, -3.509846)  -0.394
S (2.321785, 1.078621, -0.808220)  -0.533
N (0.437306, 3.344773, -5.353972)  -0.481
C (0.560131, 3.790470, -4.056742)  0.222
C (-0.121930, 3.127662, -3.020197)  0.396
N (0.029463, 3.490397, -1.772001)  0.219
C (0.807441, 4.545629, -1.505936)  -0.457
C (1.417931, 5.230487, -2.533479)  -0.394
N (1.308969, 4.856825, -3.814127)  -0.713
H (0.245827, 2.355934, -5.435628)  0.251
H (1.172860, 3.671187, -5.960711)  0.277
H (-0.735917, 2.257819, -3.227161)  -0.028
H (0.962411, 4.812630, -0.468117)  0.465
H (2.039854, 6.096052, -2.334234)  0.369
C (2.889516, -3.168219, 0.181677)  -0.636
Si (3.447921, -1.662266, 1.152383)  0.819
C (3.963652, -2.327176, 2.850711)  -1.334
C (5.000110, -0.968858, 0.337742)  -1.029
Si (1.871065, 0.102863, 1.300786)  0.082
Si (0.247842, -0.317668, 3.016572)  0.355
C (-0.548960, 1.220973, 3.763011)  -0.865
C (1.217689, -1.011624, 4.493209)  -1.182
C (-1.057341, -1.636385, 2.689164)  -0.777
Si (3.134720, 1.929993, 2.229099)  0.764
C (4.263144, 2.856710, 1.032109)  -1.160
C (4.301768, 1.328723, 3.592091)  -1.168
C (2.002118, 3.262741, 2.962670)  -1.206
H (3.692083, -3.911537, 0.241445)  0.505
H (2.687437, -2.937231, -0.862506)  0.177
H (1.991933, -3.614404, 0.610964)  -0.175
H (4.852699, -2.946386, 2.694993)  0.438
H (3.193284, -2.967534, 3.281938)  0.324
H (4.211111, -1.557588, 3.579885)  0.321
H (5.780214, -1.736388, 0.364007)  0.417
H (5.379600, -0.087707, 0.857551)  0.183
H (4.818296, -0.703386, -0.704705)  0.272
H (0.143878, 1.664687, 4.478851)  0.564
H (-1.429799, 0.879125, 4.314297)  0.370
H (-0.866368, 1.990891, 3.066262)  -0.064
H (2.075764, -0.402957, 4.777535)  0.221
H (1.560581, -2.032952, 4.338811)  0.264
H (0.519146, -1.014332, 5.336474)  0.397
H (-1.758995, -1.393462, 1.893333)  0.080
H (-1.633056, -1.742978, 3.615454)  0.496
H (-0.601701, -2.604277, 2.473571)  0.311
H (5.079811, 2.234768, 0.664103)  0.301
H (4.695811, 3.682737, 1.607922)  0.390
H (3.746010, 3.273503, 0.169700)  0.286
H (4.975806, 0.554284, 3.224968)  0.193
H (3.785083, 0.944347, 4.471533)  0.349
H (4.916321, 2.176330, 3.911367)  0.428
H (1.046029, 3.327564, 2.441446)  0.185
H (2.501337, 4.231991, 2.878007)  0.435
H (1.793698, 3.087631, 4.018541)  0.347

Forces on the atoms, in the same order (eV/Å):
-0.480 -0.580 -0.125
0.044 0.114 -0.046
0.100 0.014 -0.051
-0.011 0.055 0.025
0.025 0.014 0.004
-0.031 -0.009 -0.007
-0.054 -0.021 0.050
0.030 0.013 0.029
0.036 0.025 -0.020
-0.057 -0.095 -0.017
-0.059 -0.016 -0.041
0.257 0.161 0.473
-0.053 0.106 -0.085
0.012 0.045 -0.009
-0.006 -0.002 0.017
-0.027 -0.019 -0.018
-0.004 -0.008 -0.018
-0.001 -0.094 0.013
-0.022 -0.077 -0.070
0.007 0.032 -0.088
0.015 0.024 0.010
0.007 -0.011 0.004
-0.005 0.008 -0.027
-0.059 -0.003 0.027
0.100 0.055 -0.077
-0.014 0.015 0.011
0.003 0.013 0.006
0.000 -0.004 -0.001
-0.005 -0.008 0.013
-0.005 0.001 -0.014
-0.019 0.022 0.011
-0.017 -0.007 0.000
0.006 -0.010 -0.016
0.011 0.017 0.012
0.000 0.006 -0.006
0.007 0.007 -0.005
0.007 0.002 0.000
0.015 -0.013 0.006
0.001 -0.005 0.006
0.002 -0.013 0.001
0.037 -0.011 0.005
-0.039 -0.079 -0.334
0.222 0.012 0.525
0.041 -0.048 0.025
0.087 0.085 -0.194
-0.311 0.267 -0.212
-0.027 0.021 -0.002
0.103 0.042 -0.075
0.097 -0.143 0.109
-0.321 0.139 0.304
0.183 0.062 -0.274
0.055 -0.055 0.027
-0.055 -0.048 -0.004
0.036 0.012 0.034
0.013 -0.003 0.011
-0.031 0.032 -0.022
-0.074 0.045 0.015
-0.006 0.008 0.000
0.094 0.032 0.101
0.039 0.051 -0.058
-0.032 -0.016 -0.108
-0.063 -0.104 0.033
0.368 -0.052 0.177
-0.094 -0.113 -0.017
0.013 -0.165 0.044
-0.040 0.032 -0.076
0.040 0.174 0.139
-0.117 0.003 -0.022
0.017 -0.030 0.124
-0.038 0.115 -0.022
0.105 -0.043 -0.041
-0.021 -0.017 -0.046
-0.020 0.026 -0.004
-0.018 0.002 0.029
0.016 0.002 0.019
-0.007 -0.005 -0.013
-0.007 0.034 0.018
0.013 0.008 -0.011
0.006 0.022 0.020
-0.028 0.003 -0.005
0.021 0.022 0.004
-0.011 0.049 0.001
0.038 -0.022 -0.042
0.026 0.022 -0.011
-0.008 -0.020 -0.016
0.012 -0.016 0.025
0.001 0.021 -0.062
-0.022 -0.017 -0.026
0.022 -0.009 0.001
-0.012 -0.031 -0.044
0.045 -0.011 -0.034
-0.053 0.014 0.018
0.019 -0.014 -0.014
-0.033 -0.031 -0.001
-0.003 0.000 0.023
-0.002 0.005 -0.037
-0.007 0.009 0.015
-0.022 -0.023 0.006

***

Formula: C3H3N3O2
Source: OMol25
Level of theory: wB97M-V/def2-TZVPD

Summary:
- spin multiplicity = 1

Each line ends with the Mulliken charge.
Cartesian coordinates (Å):
O (-2.515470, -0.431768, 0.379279)  -0.517
C (-1.391107, -0.275300, -0.080050)  0.510
N (-1.200801, 1.090895, -0.470472)  -0.404
C (-0.065250, 1.538490, -0.123555)  0.088
N (1.198848, 0.924699, 0.325749)  -0.494
C (1.559722, -0.340733, 0.156088)  0.187
O (0.918991, -1.368649, -0.353610)  -0.262
N (-0.548606, -1.314842, -0.288467)  -0.139
H (0.048263, 2.514620, -0.462196)  0.403
H (2.630894, -0.449566, 0.460366)  0.361
H (-0.635481, -1.887849, 0.456867)  0.266

Forces on the atoms, in the same order (eV/Å):
1.683 -1.771 -0.061
-3.847 3.962 0.194
1.648 -1.807 0.481
1.541 -1.855 -1.075
-1.145 -1.953 -0.434
0.226 4.944 1.028
-0.826 0.442 -0.526
2.037 -0.138 -1.908
0.862 2.025 0.279
-1.040 -0.925 -0.552
-1.139 -2.922 2.573

***

Which ΔE to the lowest compared entry with this formula, charge and spin belongs to each record? In order, 3.693, 0.295, 5.065 eV.